C51H72BF3N2O26Si | ωB97M-V/def2-TZVPD

DFT total energy = -126981.22568 eV
Kohn-Sham gap = 0.157 Ha
Net charge = -2
Spin multiplicity = 1
LUMO = 0.0905 hartree

```
156
Properties=species:S:1:pos:R:3:forces:R:3
C -1.084155 -3.473993 3.962379 -0.064 0.437 0.187
C -1.365395 -2.085940 3.382385 0.328 -0.103 0.061
N -0.143474 -1.449368 2.916165 -0.409 0.008 -0.169
B -0.318987 -0.221548 1.982016 1.332 0.735 0.579
C -0.357315 -0.623660 0.335695 -0.751 -0.385 0.414
F 0.871489 -0.311989 -0.265665 -0.128 0.006 -0.049
F -1.293419 0.170189 -0.343561 0.348 0.036 -0.104
C -0.721333 -2.065578 -0.065478 0.115 0.096 -0.573
C -0.052011 -2.565705 -1.377017 -0.342 -0.047 0.121
Si -1.029338 -2.425833 -2.963244 0.069 0.007 -0.179
C -2.865703 -2.728457 -2.810963 0.318 0.211 0.269
C -0.383024 -3.721639 -4.176563 -0.153 0.085 0.028
C -0.877143 -0.751760 -3.835453 0.027 -0.061 -0.085
C -0.435989 0.417892 -3.213556 -0.057 -0.171 0.078
C -0.422508 1.629935 -3.885590 0.088 0.157 -0.257
C -0.823869 1.708518 -5.213682 1.637 -0.365 0.409
C -1.228440 0.548674 -5.862130 0.808 -0.320 -0.484
C -1.264464 -0.655977 -5.179064 0.050 0.111 0.038
O 0.899098 0.634276 2.093643 0.114 0.161 -0.311
C 0.695920 1.711697 3.001599 -0.329 -1.129 -0.796
C 1.321791 2.944818 2.362561 0.242 0.322 0.550
C 1.356554 1.275503 4.327340 0.052 1.124 0.559
C 2.865409 1.551234 4.416809 0.113 -0.476 0.064
C 3.621056 0.810544 3.311300 0.077 -0.171 0.162
N 5.016186 1.247059 3.120638 -0.090 0.188 0.141
C 5.163628 2.497915 2.397005 0.350 -0.194 -0.176
C 4.578711 2.553833 0.994583 -0.164 0.114 0.065
C 4.294259 1.415234 0.250310 0.176 -0.039 0.234
C 3.712166 1.488836 -0.999002 -0.080 0.004 -0.174
C 3.390645 2.724280 -1.537738 0.095 -0.213 0.002
C 3.682981 3.873602 -0.821331 -0.265 0.073 -0.382
C 4.268193 3.783795 0.423531 0.184 -0.024 0.061
O 4.516076 4.955960 1.136776 0.024 0.050 0.025
C -0.888805 1.825076 3.032757 -0.691 -0.129 -0.301
C -1.447547 3.086252 2.242405 0.390 0.157 0.275
O -1.230907 4.195821 2.825324 -0.061 0.399 0.348
O -2.048483 2.914513 1.187457 -0.139 -0.064 -0.272
C -1.563790 1.938095 4.404592 -0.089 0.263 -0.095
F -1.224366 0.837018 5.226112 -0.016 0.061 0.032
C -3.091834 1.978788 4.311441 -0.210 -0.085 0.167
C -3.715661 3.339883 4.653722 -0.032 -0.241 0.442
O -1.383756 0.659553 2.428393 -0.056 -0.557 0.004
H -2.013598 -4.034311 4.093406 0.025 -0.148 -0.067
H -0.372721 -4.041786 3.358772 -0.302 0.018 -0.022
H -0.641165 -3.342039 4.952963 0.134 -0.131 -0.002
H -1.765657 -1.466784 4.187935 -0.251 0.102 -0.145
H -2.145304 -2.149547 2.605165 -0.046 -0.066 -0.041
H 0.475174 -2.148524 2.521095 0.022 -0.013 -0.027
H -1.805369 -2.055527 -0.194252 -0.053 -0.041 0.156
H -0.522858 -2.779888 0.730121 0.192 0.177 0.161
H 0.170875 -3.631544 -1.260553 0.001 -0.050 -0.090
H 0.907010 -2.075261 -1.542284 0.116 0.014 0.119
H -3.103673 -3.676758 -2.329469 -0.077 -0.070 -0.100
H -3.302141 -1.924221 -2.217054 -0.152 0.003 -0.024
H -3.283648 -2.686669 -3.816221 -0.198 -0.104 0.037
H -0.825977 -3.572012 -5.162833 0.050 -0.011 -0.051
H 0.703675 -3.705394 -4.267588 0.048 -0.038 -0.004
H -0.707335 -4.708134 -3.838338 0.125 -0.080 0.024
H -0.121719 0.404598 -2.183026 0.004 -0.061 0.110
H -0.111193 2.514221 -3.342759 0.008 0.079 -0.040
H -0.802610 2.668134 -5.709745 0.594 -0.569 0.089
H -1.524620 0.602785 -6.904843 0.477 -0.333 0.358
H -1.610857 -1.531640 -5.718200 -0.017 -0.061 0.028
H 0.975881 3.846976 2.865761 -0.048 0.071 -0.109
H 1.047221 2.978029 1.310072 -0.152 0.038 0.000
H 2.407139 2.937161 2.430220 0.067 -0.176 -0.110
H 0.875513 1.807376 5.153662 0.128 0.009 0.095
H 1.179611 0.216919 4.499680 -0.227 -0.066 -0.259
H 3.089196 2.619786 4.451707 -0.045 0.050 -0.268
H 3.230282 1.151519 5.370319 -0.013 0.101 0.083
H 3.666368 -0.237367 3.620093 -0.025 -0.063 -0.090
H 3.034864 0.820495 2.393978 -0.016 0.090 -0.049
H 5.523175 0.523447 2.628999 0.017 -0.048 0.010
H 4.766405 3.327212 2.980001 -0.157 -0.064 0.042
H 6.240921 2.689261 2.315307 0.019 0.094 0.034
H 4.501593 0.442368 0.674860 -0.033 -0.040 0.044
H 3.476494 0.578287 -1.531248 -0.083 -0.020 -0.019
H 2.898433 2.767544 -2.500517 -0.043 0.113 -0.024
H 3.416377 4.846083 -1.216422 0.023 0.074 0.085
H 5.368840 5.298165 0.855040 0.011 0.030 0.051
H -1.223680 2.851733 4.898460 0.207 -0.162 0.174
H -3.422377 1.619373 3.338918 0.162 0.069 -0.124
H -3.459155 1.258253 5.045481 0.036 -0.133 -0.065
H -3.018765 4.153381 4.478034 -0.051 0.053 -0.297
H -3.975357 3.364266 5.717804 0.025 0.079 0.027
H -4.643363 3.504346 4.106481 0.052 0.117 -0.144
C 0.435013 -5.835869 -8.636281 0.133 -0.064 -0.025
C 0.251230 -4.579344 -9.466097 0.110 0.011 -0.008
O -1.093439 -4.213050 -9.160644 0.068 -0.055 -0.024
C -1.418084 -4.745907 -7.953329 -0.018 0.077 0.053
O -2.399431 -4.480488 -7.347954 -0.113 -0.038 0.053
O -0.462172 -5.620489 -7.547963 -0.044 0.051 -0.144
H 1.447967 -5.965930 -8.264444 -0.041 0.031 0.126
H 0.128454 -6.736764 -9.172539 -0.017 0.016 -0.020
H 0.916755 -3.772802 -9.153386 -0.001 -0.011 0.036
H 0.363008 -4.744760 -10.534735 -0.136 0.015 -0.017
C -1.964564 7.015863 3.751180 -0.093 -0.374 -0.142
C -0.496809 7.357256 3.692891 -0.003 -0.137 -0.058
O -0.417480 8.510879 4.563384 0.065 -0.013 -0.047
C -1.463349 8.465885 5.413676 0.010 -0.062 -0.011
O -1.589258 9.191163 6.357246 -0.013 0.063 0.044
O -2.332437 7.507987 5.062264 0.015 0.099 -0.055
H -2.137961 5.944223 3.652284 0.039 0.020 0.073
H -2.555084 7.552532 3.006144 0.018 0.079 0.034
H 0.124587 6.558002 4.094704 -0.033 -0.021 0.027
H -0.149645 7.613824 2.697234 0.014 0.125 0.032
C 3.446694 -6.492830 5.626867 0.025 0.013 -0.015
C 2.224487 -6.059654 6.408590 -0.077 -0.113 0.105
O 1.437461 -5.405834 5.417482 -0.002 -0.057 0.008
C 1.792783 -5.880204 4.201340 0.046 0.074 0.080
O 1.216198 -5.658797 3.192378 0.158 -0.260 -0.176
O 2.911811 -6.652400 4.306843 0.003 -0.039 0.045
H 3.871858 -7.429045 5.981257 -0.047 -0.071 -0.135
H 4.224101 -5.731345 5.608364 -0.049 0.065 0.027
H 1.656536 -6.909155 6.799445 0.035 -0.037 -0.043
H 2.453072 -5.379851 7.217821 -0.078 0.195 -0.099
C 3.904915 -5.323074 11.243330 -0.067 -0.063 0.084
C 4.190126 -6.731053 10.752620 0.000 -0.010 0.114
O 4.148690 -6.568560 9.333084 -0.006 -0.041 0.024
C 4.407778 -5.266911 9.042930 0.006 0.056 0.056
O 4.595533 -4.849088 7.950231 0.176 0.011 0.047
O 4.407787 -4.523459 10.171133 0.027 -0.009 0.046
H 4.414872 -5.072875 12.169399 0.092 0.086 -0.071
H 2.837250 -5.128215 11.355003 -0.009 -0.018 -0.024
H 5.185351 -7.077685 11.036876 0.013 0.027 0.000
H 3.450498 -7.461127 11.069554 -0.058 -0.002 -0.132
C -6.993005 -2.582636 -6.648192 0.018 0.024 0.050
C -5.654897 -2.050830 -6.184267 0.098 0.260 -0.191
O -5.669557 -2.372755 -4.794024 -0.123 -0.277 0.271
C -6.493337 -3.420090 -4.599118 0.059 0.066 -0.295
O -6.589347 -4.054887 -3.601643 -0.072 -0.045 0.096
O -7.218877 -3.662468 -5.732067 -0.035 0.016 -0.006
H -6.984548 -2.945246 -7.672691 0.006 -0.165 0.059
H -7.796071 -1.851195 -6.531042 0.013 0.008 0.026
H -4.810288 -2.548111 -6.662965 -0.006 -0.057 0.021
H -5.538284 -0.982086 -6.292791 -0.011 0.038 0.008
C -3.056838 2.892093 -6.304511 -0.426 0.324 0.260
C -3.543667 2.013914 -5.166168 -0.461 0.297 0.402
O -4.259802 0.987657 -5.878018 -0.130 -0.049 -0.194
C -3.774974 0.914817 -7.131297 0.128 0.093 0.430
O -4.007888 0.022081 -7.889682 -0.069 0.099 -0.267
O -2.959378 1.956057 -7.391769 -0.733 0.473 -0.475
H -2.089732 3.352696 -6.116381 -0.943 -0.001 -0.384
H -3.781426 3.662530 -6.576566 -0.028 -0.032 -0.030
H -2.728294 1.548342 -4.613670 -0.783 0.205 0.034
H -4.204969 2.523190 -4.471216 -0.253 -0.023 -0.127
C 2.160197 4.969082 -5.873115 0.165 0.044 0.114
C 1.719659 6.391166 -5.582242 0.103 -0.008 0.105
O 0.517292 6.496996 -6.353971 -0.009 -0.017 -0.017
C 0.020655 5.250081 -6.538729 0.236 0.162 0.076
O -1.053292 5.012308 -6.988821 0.066 0.110 -0.090
O 0.915696 4.320980 -6.141392 -0.058 0.046 -0.107
H 2.659943 4.488373 -5.036605 -0.126 -0.089 0.028
H 2.791374 4.898257 -6.761083 -0.030 0.020 -0.017
H 1.476559 6.544618 -4.530075 -0.018 -0.038 0.003
H 2.437644 7.142353 -5.899956 -0.094 0.038 -0.114
```
Positions in Å, forces in eV/Å.